No. 1
DFT (wB97M-V/def2-TZVPD) results for 2 unconnected molecules or ions with the total composition C3H8O2.

Structure (XYZ):
```
13
Properties=species:S:1:pos:R:3:forces:R:3:mulliken_charge:R:1
O -0.204 2.871 1.505 -0.2 -0.2 0.1 -0.638
H 0.151 -1.530 -2.052 -0.2 -0.2 0.0 0.315
O 0.648 0.189 0.777 0.0 -0.1 0.0 -0.476
C 0.784 -1.071 -1.305 0.3 -0.3 -0.1 -1.212
H 1.432 0.592 0.390 0.0 -0.1 -0.1 0.315
C 0.004 -0.634 -0.116 -0.5 0.3 0.1 0.778
H -0.696 2.330 0.871 0.2 0.1 0.1 0.313
C -1.268 -0.935 0.133 -0.2 0.2 -0.1 -0.891
H -0.011 2.237 2.210 0.0 0.2 -0.2 0.320
H -1.850 -1.605 -0.486 0.3 0.0 -0.1 0.260
H 1.560 -1.793 -1.033 0.0 0.1 0.0 0.305
H 1.260 -0.229 -1.813 0.1 0.1 0.2 0.352
H -1.810 -0.422 0.919 0.2 -0.2 0.2 0.257
```
Positions in Å, forces in eV/Å.

Output
LUMO level	0.74	eV
gap between HOMO and LUMO	9.8223	eV
E_HOMO	-9.087	eV
largest force on an atom	0.56	eV/Å
SMILES	C=C(C)O.O
charge	0
calculated total energy	-269.556969	Ha
energy relative to the best compared isomer or geometry (same formula, charge and spin)	99.6	kJ/mol



No. 2
DFT (wB97M-V/def2-TZVPD) results for 2 unconnected molecules or ions with the total composition C3H11N6 at a distorted geometry.

Structure (XYZ):
```
20
Properties=species:S:1:pos:R:3:forces:R:3:mulliken_charge:R:1
H -1.726 -1.197 0.342 0.1 0.0 0.0 0.270
C 0.148 -0.673 0.049 -0.9 -0.5 0.2 0.659
H 0.937 2.027 1.014 0.1 -0.2 -0.1 0.246
H 4.571 0.480 -0.755 0.6 0.2 -0.1 0.476
H -0.493 -3.485 -0.843 0.1 0.3 0.1 0.252
C 2.383 0.209 -0.315 0.3 0.1 -0.1 -0.433
N 1.056 0.330 -0.053 0.2 0.6 0.0 0.220
H -3.148 1.967 0.910 -0.1 0.1 -0.1 0.262
N -2.485 1.909 0.146 -0.3 0.2 0.0 -0.888
N 0.567 1.639 0.149 -0.2 0.2 0.1 -0.642
H 0.850 2.238 -0.623 0.1 -0.3 0.0 0.268
H -3.011 1.891 -0.722 -0.1 0.1 0.1 0.260
N -1.114 -0.394 0.271 0.4 -0.2 -0.1 -0.257
H -1.539 0.577 0.254 0.1 0.0 0.0 0.450
C 3.542 0.434 -0.550 -1.0 -0.7 0.2 -0.147
H -0.226 -3.617 0.786 0.0 0.3 -0.1 0.251
H -1.932 2.758 0.160 -0.1 0.0 0.0 0.238
N -0.431 -2.964 0.031 0.0 -0.3 0.0 -0.697
H 1.516 -2.170 -0.207 -0.2 0.0 0.0 0.169
N 0.536 -1.959 -0.044 0.7 0.2 -0.2 0.042
```
Positions in Å, forces in eV/Å.

Output
LUMO level	-2.55	eV
gap between HOMO and LUMO	10.6210	eV
E_HOMO	-13.166	eV
largest force on an atom	1.26	eV/Å
charge	+1
calculated total energy	-449.125163	Ha
energy relative to the best compared isomer or geometry (same formula, charge and spin)	142.6	kJ/mol



No. 3
DFT (wB97M-V/def2-TZVPD) results for 3 unconnected molecules or ions with the total composition C20H45BN3O6.

Structure (XYZ):
```
75
Properties=species:S:1:pos:R:3:forces:R:3:mulliken_charge:R:1
C 4.891 0.697 -4.382 -0.1 -0.1 -0.1 -2.070
C 1.319 1.658 1.105 0.0 -0.1 -0.1 -0.574
H -2.136 0.504 3.392 0.0 0.0 0.0 0.220
C -7.281 -3.782 3.673 0.0 0.0 0.0 -0.844
H -5.381 -3.964 4.593 0.0 0.0 0.0 0.240
H 5.299 1.763 0.461 0.0 -0.1 0.0 0.259
H 1.672 3.442 0.407 0.2 -0.3 0.0 0.378
H -1.688 -1.644 -0.351 0.0 0.0 -0.1 0.321
H 4.582 0.311 -5.354 0.0 0.1 0.0 0.471
C -3.671 1.454 5.137 0.0 0.0 0.0 -1.193
H -3.588 0.366 5.167 0.0 0.0 0.0 0.294
H -4.332 1.879 1.899 0.0 0.0 0.0 0.196
H 0.850 -3.195 -2.452 0.0 0.1 0.0 0.205
C 0.492 0.717 -4.598 0.0 0.0 0.0 -1.103
H 3.210 2.126 -1.772 0.0 0.0 0.0 0.389
H 7.002 1.956 0.041 0.0 0.0 0.0 0.424
H 0.131 -1.605 1.556 -0.2 0.2 -0.2 0.255
O -5.449 2.499 3.918 0.0 0.0 0.0 -0.707
H -5.635 -0.158 3.095 0.0 0.0 0.0 -0.214
N 0.000 -2.913 -1.985 -0.1 -0.1 0.1 -0.479
B 1.168 0.465 -1.210 0.1 0.0 0.0 1.626
O -4.301 -1.854 4.338 0.0 0.0 0.0 -0.625
H -1.057 0.722 -0.764 0.0 0.0 0.0 0.397
C 2.412 1.905 -2.491 0.1 0.1 0.0 -0.836
H 4.748 1.780 -4.398 0.1 0.0 0.1 0.306
N -3.817 1.550 2.701 0.0 0.0 -0.1 0.047
H -7.149 -0.822 3.734 0.0 0.0 0.0 0.393
H 6.311 0.341 0.248 0.1 0.0 0.0 0.272
O 1.972 -0.352 -2.214 0.0 0.0 0.0 -0.811
H 5.181 2.194 -1.882 0.0 0.0 0.0 0.295
H 0.120 -3.282 0.108 0.1 0.1 0.1 0.370
C -5.419 -2.091 3.914 -0.1 0.0 0.0 0.776
H 2.409 2.711 -3.236 0.0 0.0 0.0 0.314
H -7.196 -4.629 2.989 0.0 0.0 0.0 0.284
H -0.708 -0.360 -2.112 -0.1 0.1 0.0 0.116
H -4.248 1.805 5.988 0.0 0.0 0.0 0.312
H 2.196 -0.574 -4.916 0.0 0.0 0.1 0.456
H -2.791 -0.100 1.882 0.0 0.0 0.0 0.187
C 1.950 0.567 0.238 -0.2 0.1 0.1 0.296
C 0.263 -2.465 -0.618 0.0 0.0 -0.1 -0.640
O 1.173 1.837 -1.838 0.0 -0.1 0.0 -0.514
C -2.590 0.804 2.454 -0.1 0.1 0.0 -0.784
H 0.299 1.769 -4.816 0.0 0.0 0.1 0.312
C 1.991 0.427 -4.517 0.0 0.1 -0.1 -1.077
H 0.002 0.483 -3.659 0.0 0.0 -0.1 -0.077
C 5.732 1.292 -1.613 0.0 0.0 0.0 -0.070
H 0.311 1.880 0.741 0.0 0.0 0.1 0.008
H 0.024 0.122 -5.386 0.0 0.0 0.0 0.382
C -4.386 1.887 3.880 0.1 0.0 0.1 0.753
H 5.611 -0.798 -1.961 0.0 0.0 0.0 0.538
H 4.211 -0.171 -1.119 0.0 0.0 0.0 0.056
H 5.960 0.493 -4.285 0.0 0.0 0.0 0.435
C 4.106 0.028 -3.244 0.0 0.1 -0.1 0.514
N -5.979 -3.320 4.100 0.0 0.0 0.0 -0.195
H -6.513 -1.396 2.184 0.0 0.0 0.0 0.366
H 1.983 -0.377 0.794 0.0 0.0 -0.1 0.639
H -2.667 1.878 5.181 0.0 0.0 0.0 0.361
H -0.652 -3.685 -1.997 0.0 0.0 0.0 0.231
C 2.633 0.509 -3.116 -0.1 -0.1 0.1 0.876
C -0.647 -1.300 -0.239 0.0 0.0 0.0 0.083
H 1.295 -2.116 -0.557 0.0 0.0 0.0 0.296
O -0.494 -0.982 1.158 0.2 -0.3 0.2 -0.511
H 2.515 1.134 -5.168 0.0 -0.1 -0.1 0.407
O 2.095 2.874 1.063 -0.3 0.3 0.0 -0.696
H 2.992 0.869 0.098 0.0 0.0 0.0 -0.854
H -1.874 1.406 1.897 0.0 0.0 0.0 0.294
H 1.219 1.375 2.157 0.1 0.0 0.0 0.311
C 4.903 0.040 -1.934 0.0 0.0 0.0 -1.076
H 6.639 1.300 -2.225 0.0 0.0 0.0 0.383
C -6.237 -1.054 3.182 0.0 -0.1 0.0 -0.786
C 6.113 1.346 -0.134 -0.1 0.0 0.0 -1.401
H -7.891 -4.089 4.525 0.0 0.0 0.0 0.283
H 3.982 -1.028 -3.512 0.0 0.0 0.0 0.493
C -0.387 -0.078 -1.106 0.2 0.0 0.1 -1.288
H -7.803 -2.983 3.156 0.0 0.0 0.0 0.307
```
Positions in Å, forces in eV/Å.

Output
LUMO level	2.24	eV
gap between HOMO and LUMO	6.6443	eV
E_HOMO	-4.408	eV
largest force on an atom	0.40	eV/Å
charge	-1
calculated total energy	-1429.757894	Ha